C26H24ClIN4O5PtS | wB97M-V/def2-TZVPD

Last column: natural (NBO) charge in e.
Geometry (Å):
Pt1 1.7474 0.5424 0.1224  0.907
Cl1 -5.1633 2.1061 0.1902  -0.022
C1 -3.7108 1.1754 -0.0678  -0.109
C2 -3.8117 -0.1252 -0.4702  -0.224
C3 -2.6610 -0.8836 -0.6861  -0.306
I1 -2.8508 -2.8600 -1.3237  0.120
C4 -1.3477 -0.4099 -0.5015  0.425
O1 -0.3196 -1.1071 -0.7209  -0.785
C5 -1.2761 0.9842 -0.0563  0.056
N1 -0.0445 1.5401 0.1750  -0.430
C6 0.0649 2.8078 0.5264  0.077
C7 -1.0446 3.6424 0.6864  -0.251
C8 -2.2887 3.1213 0.5024  -0.143
C9 -2.4423 1.7680 0.1315  -0.023
H1 -4.7883 -0.5629 -0.6294  0.238
H2 1.0638 3.1718 0.7161  0.234
H3 -0.8932 4.6734 0.9716  0.230
H4 -3.1723 3.7289 0.6404  0.235
C10 -4.3529 -0.4428 3.1028  -0.636
C11 -2.8946 -0.0819 3.1513  0.012
C12 -2.4846 1.1930 3.5315  -0.217
C13 -1.1397 1.5259 3.5889  -0.205
C14 -0.1913 0.5645 3.2742  -0.289
C15 -0.5752 -0.7157 2.8951  -0.185
C16 -1.9217 -1.0259 2.8272  -0.212
S1 1.5194 0.9916 3.3590  2.325
O2 2.1338 0.4309 4.5330  -0.947
O3 1.6224 2.4120 3.1515  -0.951
N2 2.0566 0.1512 2.0694  -0.892
C17 3.3710 -0.2493 1.8956  0.408
C18 4.3815 -0.6163 2.7796  -0.282
C19 5.5710 -1.0392 2.2182  -0.128
C20 5.7416 -1.0946 0.8356  -0.294
C21 4.6984 -0.7020 0.0258  0.075
N3 3.5519 -0.2881 0.5597  -0.474
H5 -4.9740 0.4380 2.9452  0.223
H6 -4.6613 -0.9118 4.0399  0.225
H7 -4.5517 -1.1502 2.2974  0.223
H8 -3.2308 1.9437 3.7655  0.215
H9 -0.8231 2.5260 3.8535  0.241
H10 0.1713 -1.4447 2.6118  0.242
H11 -2.2230 -2.0137 2.4981  0.222
H12 4.2201 -0.5641 3.8441  0.264
H13 6.3829 -1.3376 2.8690  0.223
H14 6.6680 -1.4343 0.3971  0.228
H15 4.7543 -0.7093 -1.0539  0.218
O4 1.5190 0.6580 -1.9709  -0.664
C22 1.2947 -0.4499 -2.4768  0.893
O5 2.0259 -1.4948 -2.2341  -0.651
C23 0.1976 -0.6482 -3.5041  -0.178
N4 0.0586 -2.0917 -3.7276  -0.663
C24 0.0575 -2.3518 -5.1728  -0.218
C25 0.9799 -1.2612 -5.7017  -0.413
C26 0.5489 -0.0457 -4.8776  -0.404
H16 -0.6951 -0.1947 -3.0747  0.242
H17 -0.7341 -2.4713 -3.2214  0.414
H18 1.5409 -2.2145 -2.7428  0.523
H19 -0.9436 -2.2491 -5.6059  0.179
H20 0.4184 -3.3584 -5.3809  0.205
H21 0.8823 -1.1046 -6.7744  0.223
H22 2.0192 -1.5222 -5.4891  0.204
H23 -0.3516 0.3929 -5.3087  0.217
H24 1.3001 0.7392 -4.8090  0.230

## Properties
energy above the lowest of the compared OMol25 structures with the same formula, charge and spin = 0.1810 eV
frontier orbital gap = 0.26363 Ha
spin multiplicity = 1
lowest unoccupied orbital energy = 0.031 eV
energy = -2875.85496 a.u.